Record 1
One molecule with the formula C4H7NO2 at a distorted geometry, computed with ωB97M-V/def2-TZVPD.

XYZ file:
```
14
Properties=species:S:1:pos:R:3:forces:R:3
O 1.231123 -0.516117 1.028886 -0.19 0.30 -0.01
C 0.867550 0.325137 -0.088770 0.21 0.06 0.41
C -0.300870 1.257526 0.259046 0.24 0.20 -0.21
N -1.366659 0.413090 0.794048 0.54 -0.63 0.15
C -1.322125 -0.807005 0.432027 -0.16 0.07 0.16
O -0.678235 -1.412218 -0.596752 0.55 0.15 0.38
C 0.384607 -0.630653 -1.178090 0.18 0.33 -0.12
H 0.658911 -0.274704 1.763107 0.01 -0.13 0.17
H 1.819117 0.825571 -0.243100 -0.26 0.43 -1.04
H -0.645977 1.862235 -0.583816 0.13 -0.32 -0.34
H -0.001574 2.031823 0.979317 -0.13 -0.47 0.28
H -1.764002 -1.565333 1.061702 -0.78 -0.09 -0.25
H -0.057843 -0.181025 -2.061758 0.19 0.64 -0.04
H 1.231465 -1.226986 -1.539625 -0.53 -0.54 0.45
```
Forces are in eV/Å.

The total energy comes out at -361.80439 hartree. Its SMILES is O[C@@H]1CN=COC1.

Results of the Löwdin charge analysis, in e, for atoms 1 through 5: number 1, O, carries -0.039; number 2, C, carries -0.324; number 3, C, carries -0.173; number 4, N, carries 0.060; number 5, C, carries -0.244

=====

Record 2
One molecule with the formula C4H7NO2 at a distorted geometry, computed with ωB97M-V/def2-TZVPD.

XYZ file:
```
14
Properties=species:S:1:pos:R:3:forces:R:3
C -1.884798 -0.042939 1.039635 0.00 -0.15 0.40
N -1.235670 -0.062956 -0.032591 0.08 -0.15 -0.49
C 0.212922 0.009930 -0.014961 0.19 0.27 0.05
C 0.632824 1.225273 -0.853765 -0.02 -0.31 0.30
O 0.812609 0.030063 1.245338 0.85 -1.59 0.21
C 0.665911 -1.265912 -0.714123 0.32 -0.17 0.35
O 1.345771 -2.064969 -0.113178 -0.25 0.10 -0.58
H -2.956444 -0.168161 0.977262 -0.25 0.14 0.03
H -1.433099 0.050036 2.027690 0.12 0.01 -0.03
H 0.111309 1.213239 -1.806575 -0.01 0.05 -0.08
H 0.365967 2.124326 -0.304780 -0.04 0.08 0.01
H 1.708935 1.212377 -1.008674 0.08 0.03 -0.03
H 1.297447 -0.876651 1.320022 -1.07 1.90 -0.12
H 0.356315 -1.383657 -1.761302 -0.01 -0.21 -0.02
```
Forces are in eV/Å.

The total energy comes out at -361.81599 hartree. Its SMILES is C=N[C@@](C)(O)C=O.

Results of the Löwdin charge analysis, in e, for atoms 1 through 5: number 1, C, carries -0.010; number 2, N, carries 0.050; number 3, C, carries -0.626; number 4, C, carries -0.003; number 5, O, carries -0.025

=====

Record 3
One molecule with the formula C4H7NO2, computed with ωB97M-V/def2-TZVPD.

XYZ file:
```
14
Properties=species:S:1:pos:R:3:forces:R:3
N -1.957890 -1.499777 0.149598 0.01 -0.07 -0.10
C -0.664818 -1.095999 0.317778 0.14 -0.09 -0.02
O 0.263746 -1.883878 0.338177 -0.32 0.20 -0.02
C -0.461202 0.400143 0.496418 0.08 0.05 -0.04
C 0.997453 0.764637 0.335481 0.01 -0.18 0.20
C 1.683750 0.919362 -0.945201 0.07 -0.19 -0.18
O 1.271195 2.054053 -0.191271 -0.01 0.27 0.07
H -2.102410 -2.458974 -0.127277 -0.02 0.09 0.13
H -2.710521 -0.845516 0.010043 0.18 -0.05 0.00
H -0.786469 0.685182 1.506830 0.01 -0.09 -0.17
H -1.087204 0.969265 -0.201360 0.18 -0.10 0.00
H 1.619992 0.472082 1.180027 -0.05 0.11 -0.08
H 1.170889 0.751037 -1.892396 -0.07 0.07 0.22
H 2.763489 0.768383 -0.976847 -0.21 -0.03 0.00
```
Forces are in eV/Å.

The total energy comes out at -361.82913 hartree. Its SMILES is NC(=O)C[C@H]1CO1.

Results of the Löwdin charge analysis, in e, for atoms 1 through 5: number 1, N, carries 0.151; number 2, C, carries -0.536; number 3, O, carries 0.059; number 4, C, carries -0.063; number 5, C, carries -0.311

=====

Record 4
C4H7NO2 as an isolated structure at a distorted geometry, computed with ωB97M-V/def2-TZVPD.

XYZ file:
```
14
Properties=species:S:1:pos:R:3:forces:R:3
C 1.010382 0.607076 0.976824 0.05 0.21 0.16
N 0.273222 -2.001411 -0.050558 -0.44 2.47 1.15
C -0.080285 -0.086178 0.294131 2.66 -5.38 -0.41
C -1.605105 1.858032 -0.375684 -0.07 -1.73 -1.01
C -1.101117 -0.091456 -0.432300 -2.74 6.34 -0.30
O 1.297731 -2.011527 -1.021194 0.41 -0.13 -0.07
O -0.993886 2.809882 0.012631 -0.17 -1.33 -0.01
H 0.937120 -2.538596 -1.749439 -0.05 0.26 0.30
H 0.741908 -2.221764 0.832378 0.21 -0.14 -0.23
H -2.588659 1.981532 -0.899043 0.18 -0.02 0.28
H -1.793001 -0.641303 -1.035085 0.18 -0.45 0.16
H 0.959646 0.430092 2.054207 0.06 -0.01 -0.08
H 1.961633 0.221350 0.594637 -0.16 0.00 0.05
H 0.980411 1.684271 0.798496 -0.13 -0.10 0.01
```
Forces are in eV/Å.

The total energy comes out at -361.60754 hartree.

Results of the Löwdin charge analysis, in e, for atoms 1 through 5: number 1, C, carries -0.059; number 2, N, carries -0.069; number 3, C, carries -0.198; number 4, C, carries -0.135; number 5, C, carries 0.044

=====

Record 5
One molecule with the formula C4H7NO2, computed with ωB97M-V/def2-TZVPD.

XYZ file:
```
14
Properties=species:S:1:pos:R:3:forces:R:3
O 1.398730 -0.095259 2.239502 0.21 -0.24 -0.66
C 1.381406 0.166791 1.059005 -0.06 -0.56 0.24
C 0.191907 -0.029939 0.101486 -0.21 -0.25 -0.20
C 0.421603 0.304973 -1.371265 0.36 0.22 0.10
O -0.771143 0.567385 -2.044843 -0.16 0.11 -0.07
C -1.005580 0.070556 1.000301 -0.24 0.40 0.59
N -1.064472 -0.925553 0.003151 0.92 -0.25 -0.11
H 2.189015 0.826230 0.663742 -0.28 -0.36 -0.32
H 0.901408 -0.624834 -1.744901 -0.08 0.32 -0.07
H 1.125360 1.115733 -1.569406 -0.12 0.15 0.23
H -1.403070 -0.040861 -1.608899 0.12 0.15 -0.30
H -1.690285 0.904893 1.068447 -0.28 -0.05 -0.45
H -0.653944 -0.344374 1.943497 -0.51 0.57 0.30
H -1.020936 -1.895741 0.260183 0.32 -0.22 0.71
```
Forces are in eV/Å.

The total energy comes out at -361.74181 hartree. Its SMILES is O=C[C@]1(CO)CN1.

Results of the Löwdin charge analysis, in e, for atoms 1 through 5: number 1, O, carries 0.035; number 2, C, carries -0.176; number 3, C, carries -0.282; number 4, C, carries -0.241; number 5, O, carries -0.067

=====

Record 6
One molecule with the formula C4H7NO2, computed with ωB97M-V/def2-TZVPD.

XYZ file:
```
14
Properties=species:S:1:pos:R:3:forces:R:3
C 0.300165 1.407399 -1.915777 0.02 0.18 -0.12
N -0.022840 0.371215 -0.951438 0.43 -0.29 0.20
C 0.947806 -0.264043 -0.466284 -0.12 0.24 -0.21
O 0.848822 -1.290829 0.411341 -0.02 -0.11 -0.07
C -0.328656 -1.577088 1.098638 -0.26 -0.34 0.08
C -0.936502 -0.428576 1.843090 -0.07 -0.01 0.04
O -0.696527 -2.712058 1.147508 0.22 0.46 -0.08
H 1.372012 1.469725 -2.164823 -0.18 -0.08 0.07
H -0.262779 1.231288 -2.838266 0.09 0.02 0.16
H -0.010266 2.380261 -1.522846 -0.01 -0.12 -0.05
H 2.001754 -0.112349 -0.714527 -0.08 0.05 -0.05
H -0.174978 0.012023 2.493422 -0.10 -0.03 -0.04
H -1.761673 -0.825754 2.434303 0.09 0.17 -0.05
H -1.276338 0.338786 1.145658 0.00 -0.13 0.11
```
Forces are in eV/Å.

The total energy comes out at -361.83796 hartree. Its SMILES is C/N=C/OC(C)=O.

Results of the Löwdin charge analysis, in e, for atoms 1 through 5: number 1, C, carries -0.128; number 2, N, carries 0.014; number 3, C, carries -0.233; number 4, O, carries 0.043; number 5, C, carries -0.486

=====

Record 7
One molecule with the formula C4H7NO2 at a distorted geometry, computed with ωB97M-V/def2-TZVPD.

XYZ file:
```
14
Properties=species:S:1:pos:R:3:forces:R:3
C -1.424140 -1.290230 0.164130 -1.31 0.52 0.94
C -1.275446 0.073096 0.117293 -0.22 -0.97 -1.52
O -2.326095 0.938313 -0.035633 0.16 -0.13 0.01
C 0.044184 0.515340 -0.141280 0.68 -0.65 0.78
O 0.400429 1.859331 -0.006874 0.18 -0.32 0.45
C 0.972179 -0.493260 -0.318781 0.83 1.61 -0.88
N 2.285408 -0.358480 0.071741 -0.11 0.13 -0.13
H -2.368266 -1.732665 -0.122284 -0.26 0.11 0.10
H -0.818673 -1.919827 0.791734 0.46 0.11 -0.28
H -1.970747 1.793219 -0.321311 -0.06 -0.18 -0.09
H 0.141403 2.170551 0.868823 0.04 0.08 0.06
H 0.801315 -1.298512 -1.016285 -0.42 -0.31 0.56
H 2.993051 -0.800600 -0.491050 -0.01 0.05 0.00
H 2.545395 0.543723 0.439776 0.05 -0.05 0.01
```
Forces are in eV/Å.

The total energy comes out at -361.77371 hartree. Its SMILES is C=C(O)/C(O)=C/N.

Results of the Löwdin charge analysis, in e, for atoms 1 through 5: number 1, C, carries 0.047; number 2, C, carries -0.378; number 3, O, carries 0.055; number 4, C, carries -0.307; number 5, O, carries 0.019

=====

Record 8
One molecule with the formula C4H7NO2 at a distorted geometry, computed with ωB97M-V/def2-TZVPD.

XYZ file:
```
14
Properties=species:S:1:pos:R:3:forces:R:3
C -0.289620 1.220932 0.179668 -0.04 0.57 -0.20
N 0.605646 0.070872 0.110879 -0.08 0.25 -0.19
C 1.941680 0.276681 -0.114163 -0.19 0.09 0.01
O 2.465860 1.372131 -0.114089 -0.20 -0.41 0.04
C -0.092366 -1.195601 -0.097798 -0.11 -0.16 -0.15
C -1.562467 -0.817659 0.068850 -0.54 -0.74 -0.37
O -2.317341 -0.634547 -0.856885 0.08 -0.97 0.51
H -1.246103 0.960701 -0.294634 0.74 0.80 0.59
H -0.438966 1.552251 1.213891 0.01 0.12 -0.28
H 0.062241 2.022167 -0.449526 0.58 0.43 0.16
H 2.519473 -0.649997 -0.301799 -0.23 0.05 0.09
H 0.171797 -1.960673 0.644440 0.07 0.17 -0.11
H 0.046101 -1.588239 -1.109504 0.04 0.00 0.09
H -1.865940 -0.629024 1.120665 -0.13 -0.21 -0.17
```
Forces are in eV/Å.

The total energy comes out at -361.80514 hartree. Its SMILES is CN(C=O)CC=O.

Results of the Löwdin charge analysis, in e, for atoms 1 through 5: number 1, C, carries -0.046; number 2, N, carries -0.123; number 3, C, carries -0.323; number 4, O, carries 0.026; number 5, C, carries -0.111

=====

Record 9
One molecule with the formula C4H7NO2 at a distorted geometry, computed with ωB97M-V/def2-TZVPD.

XYZ file:
```
14
Properties=species:S:1:pos:R:3:forces:R:3
N 0.162670 1.175427 1.377137 -0.29 1.26 -0.52
C 0.286950 0.583046 0.053487 -0.25 -0.28 -0.13
C 1.650805 -0.121237 0.004146 -0.67 -0.62 -1.20
O 1.819442 -1.199092 -0.502075 0.33 -0.18 0.29
C -1.104721 -0.117646 -0.224985 0.03 0.85 0.59
C -1.175462 -1.282908 -1.167966 2.38 -1.50 -0.31
O -2.120425 -1.928219 -1.526798 -0.95 0.72 0.19
H 0.760754 1.980742 1.483707 0.05 -0.06 0.33
H 0.236344 0.539657 2.159463 0.16 -0.11 -0.25
H 0.287809 1.324624 -0.789518 0.59 0.03 1.16
H 2.536387 0.433534 0.393274 -0.47 0.16 0.19
H -1.681983 0.774563 -0.585746 -0.18 -1.17 0.47
H -1.506757 -0.460732 0.757775 0.03 0.28 -0.75
H -0.151815 -1.701759 -1.431895 -0.75 0.63 -0.03
```
Forces are in eV/Å.

The total energy comes out at -361.79429 hartree. Its SMILES is N[C@@H](C=O)CC=O.

Results of the Löwdin charge analysis, in e, for atoms 1 through 5: number 1, N, carries 0.024; number 2, C, carries -0.355; number 3, C, carries -0.216; number 4, O, carries 0.045; number 5, C, carries -0.096

=====

Quick rundown of highest occupied orbital energy, same order as above: -9.618, -10.073, -9.967, -7.891, -9.977, -10.400, -7.500, -9.811, -9.408 eV
Quick rundown of energy above the lowest of the compared OMol25 structures with the same formula, charge and spin, same order as above: 200.76, 170.30, 135.81, 717.59, 365.06, 112.63, 281.31, 198.78, 227.27 kJ/mol